[1]
This record from OMol25 describes C17H19N5O in the gas phase. The level of theory is ωB97M-V with the def2-TZVPD basis set.

CARTESIAN COORDINATES (ANGSTROEM)
C: 3.664 -1.465 2.344
C: 2.686 -1.876 1.289
N: 2.716 -3.149 0.976
C: 1.898 -3.579 0.034
N: 1.733 -4.790 -0.471
C: 0.794 -4.616 -1.403
N: 0.342 -3.383 -1.541
N: 1.033 -2.702 -0.628
C: 0.973 -1.389 -0.333
C: 1.816 -0.940 0.663
C: 1.810 0.497 1.106
H: 2.825 0.796 1.370
H: 1.472 1.141 0.292
C: 0.903 0.712 2.333
C: -0.565 0.643 1.946
O: -1.233 -0.365 2.034
N: -1.060 1.818 1.494
H: -0.440 2.604 1.376
C: -2.417 1.967 1.004
C: -2.448 2.068 -0.501
C: -3.006 1.057 -1.271
C: -2.990 1.138 -2.653
C: -2.411 2.229 -3.278
C: -1.855 3.243 -2.517
C: -1.874 3.163 -1.136
H: -1.447 3.963 -0.546
H: -1.407 4.100 -3.000
H: -2.396 2.292 -4.356
H: -3.428 0.346 -3.242
H: -3.457 0.204 -0.786
H: -2.967 1.085 1.341
H: -2.858 2.862 1.455
H: 1.121 1.682 2.783
H: 1.088 -0.070 3.070
C: -0.003 -0.582 -1.117
H: 0.405 0.383 -1.409
H: -0.288 -1.142 -2.005
H: -0.897 -0.414 -0.521
H: 0.426 -5.421 -2.007
H: 4.197 -2.350 2.678
H: 3.163 -1.007 3.193
H: 4.382 -0.750 1.943

## Properties
* max |F|: 1.4 eV Å⁻¹
* E: -27436.351 eV
* structure (SMILES): Cc1nc2ncnn2c(C)c1CCC(=O)NCc1ccccc1
* orbital gap: 9.3 eV
* energy above the lowest of the compared OMol25 structures with the same formula, charge and spin: 1.8 kcal per mole

Atom charges from the Löwdin analysis, given in e for atoms 1 to 2: -0.021 -0.261



[2]
This record from OMol25 describes C17H19N5O5 in the gas phase. The level of theory is ωB97M-V with the def2-TZVPD basis set.

CARTESIAN COORDINATES (ANGSTROEM)
N: -0.556 1.578 2.561
C: -0.279 0.501 2.188
C: 0.047 -0.819 1.752
C: -0.585 -1.304 0.418
C: -0.320 -2.810 0.273
N: -1.127 -3.691 -0.424
O: -2.067 -3.622 -1.196
O: -0.670 -5.023 -0.007
N: 0.320 -4.940 0.921
C: 0.494 -3.575 1.103
C: 1.132 -2.985 2.242
N: 1.944 -3.742 3.166
O: 2.407 -4.863 2.869
O: 2.178 -3.199 4.280
C: 0.785 -1.652 2.579
H: -1.685 -1.206 0.576
H: 1.117 -1.280 3.555
C: -2.449 -0.738 -1.962
C: -2.743 0.753 -1.934
C: -1.698 1.616 -1.204
C: -0.434 1.004 -0.720
N: 0.526 1.872 -0.420
C: 0.112 3.301 -0.239
C: 1.282 4.271 -0.126
O: 2.352 3.752 0.663
C: 2.894 2.575 0.058
C: 1.891 1.422 -0.042
C: -0.201 -0.516 -0.795
C: -0.943 -1.007 -2.056
H: -2.843 -1.209 -1.056
H: -2.982 -1.225 -2.795
H: -2.781 1.093 -2.977
H: -3.738 0.937 -1.513
H: -1.426 2.382 -1.953
H: -2.203 2.153 -0.379
H: -0.458 3.648 -1.111
H: -0.524 3.392 0.661
H: 1.615 4.537 -1.150
H: 0.946 5.168 0.414
H: 3.286 2.791 -0.956
H: 3.715 2.297 0.737
H: 1.857 0.891 0.922
H: 2.248 0.716 -0.801
H: 0.870 -0.719 -0.953
H: -0.765 -2.068 -2.246
H: -0.545 -0.456 -2.921

## Properties
* max |F|: 3.8 eV Å⁻¹
* E: -35615.264 eV
* orbital gap: 5.8 eV
* energy above the lowest of the compared OMol25 structures with the same formula, charge and spin: 255.4 kcal per mole

Atom charges from the Löwdin analysis, given in e for atoms 1 to 2: 0.149 -0.234



[3]
This record from OMol25 describes C17H19NO4S in the gas phase. The level of theory is ωB97M-V with the def2-TZVPD basis set.

CARTESIAN COORDINATES (ANGSTROEM)
C: -1.333 1.566 -5.795
C: -1.017 1.035 -4.431
C: -1.205 1.813 -3.300
C: -0.938 1.327 -2.025
C: -0.474 0.020 -1.888
C: -0.268 -0.786 -3.008
C: -0.546 -0.258 -4.264
H: -0.391 -0.877 -5.136
C: 0.242 -2.188 -2.929
H: 0.327 -2.614 -3.926
H: 1.215 -2.215 -2.444
H: -0.422 -2.806 -2.330
S: -0.119 -0.588 -0.227
O: -1.203 -0.247 0.658
O: 0.297 -1.958 -0.227
N: 1.251 0.341 0.131
H: 0.954 1.246 0.467
C: 2.182 -0.279 1.067
C: 1.618 -0.312 2.463
C: 1.772 0.784 3.299
C: 1.188 0.834 4.563
C: 0.443 -0.253 4.946
C: 0.282 -1.359 4.108
C: 0.858 -1.414 2.865
H: 0.714 -2.258 2.212
O: -0.492 -2.295 4.740
C: -0.843 -1.733 5.985
O: -0.232 -0.468 6.119
H: -0.501 -2.394 6.798
H: -1.938 -1.622 6.045
H: 1.311 1.684 5.212
H: 2.363 1.624 2.966
H: 3.117 0.287 1.029
H: 2.350 -1.290 0.694
C: -1.146 2.253 -0.865
H: -0.226 2.803 -0.661
H: -1.919 2.980 -1.104
H: -1.438 1.704 0.024
H: -1.566 2.826 -3.407
H: -2.350 1.288 -6.071
H: -1.262 2.651 -5.817
H: -0.658 1.150 -6.538

## Properties
* max |F|: 1.3 eV Å⁻¹
* E: -38451.761 eV
* structure (SMILES): Cc1cc(C)c(S(=O)(=O)NCc2ccc3c(c2)OCO3)c(C)c1
* orbital gap: 8.7 eV
* energy above the lowest of the compared OMol25 structures with the same formula, charge and spin: 47.4 kcal per mole

Atom charges from the Löwdin analysis, given in e for atoms 1 to 2: -0.044 -0.259



[4]
This record from OMol25 describes a molecular structure, C17H20BClN6Pt. The level of theory is ωB97M-V with the def2-TZVPD basis set.

CARTESIAN COORDINATES (ANGSTROEM)
H: -0.420 -2.483 -1.027
N: -0.458 -0.341 -1.279
B: -0.968 1.993 -2.132
N: -1.160 0.448 -2.152
C: -1.959 -0.311 -2.936
Pt: 0.892 0.636 0.249
H: -2.600 0.133 -3.703
C: -1.752 -1.643 -2.575
H: -2.232 -2.496 -3.033
C: -0.806 -1.627 -1.538
H: -1.571 2.545 -2.992
C: 2.660 0.614 1.104
H: 3.397 -0.183 0.832
H: 2.350 0.612 2.146
H: 2.973 1.621 0.874
N: 0.593 2.128 -2.282
N: -1.466 2.331 -0.671
N: 1.461 1.480 -1.444
N: -0.893 1.663 0.407
C: 1.371 2.795 -3.166
C: -2.379 3.159 -0.154
H: 0.900 3.441 -3.895
H: -2.916 3.848 -0.797
C: 2.681 2.537 -2.907
C: -2.408 3.022 1.238
C: 2.728 1.663 -1.796
C: -1.506 2.063 1.578
H: 3.569 2.935 -3.412
H: -3.001 3.571 1.949
H: 3.542 1.263 -1.250
H: -1.110 1.708 2.522
H: 0.357 2.148 0.840
Cl: 1.848 -3.908 2.429
C: 0.180 -3.506 2.191
C: -0.741 -4.529 2.365
C: -2.097 -4.285 2.146
C: -2.527 -3.014 1.751
C: -1.606 -1.981 1.580
C: -0.237 -2.190 1.793
C: 0.741 -1.086 1.708
H: -0.394 -5.520 2.661
H: -2.817 -5.091 2.277
H: -3.582 -2.822 1.566
H: -1.941 -0.988 1.269
H: 0.678 -0.460 2.611
H: 1.711 -1.583 1.613

## Properties
* max |F|: 5.0 eV Å⁻¹
* E: -43315.752 eV
* expectation value of S²: 6.03
* orbital gap (spin up / spin down): 6.1 / 4.6 eV
* net charge: +2
* multiplicity: 5
* energy above the lowest of the compared OMol25 structures with the same formula, charge and spin: 72.5 kcal per mole

Atom charges from the Löwdin analysis, given in e for atoms 1 to 2: 0.110 -0.054